No. 1
{
  "formula": "C35H42F2N5PSSn",
  "method": "ωB97M-V with the def2-TZVPD basis set",
  "elements": ["Sn", "S", "P", "F", "F", "N", "N", "N", "N", "N", "C", "C", "C", "C", "C", "C", "C", "C", "C", "C", "C", "C", "C", "C", "C", "C", "C", "C", "C", "C", "C", "C", "C", "C", "C", "C", "C", "C", "C", "C", "C", "C", "C", "C", "C", "H", "H", "H", "H", "H", "H", "H", "H", "H", "H", "H", "H", "H", "H", "H", "H", "H", "H", "H", "H", "H", "H", "H", "H", "H", "H", "H", "H", "H", "H", "H", "H", "H", "H", "H", "H", "H", "H", "H", "H", "H", "H"],
  "positions_angstrom": [[0.1882, 1.0949, 0.1425], [-3.1039, -0.1152, 0.6667], [0.9815, -2.1508, -0.8507], [4.0938, 2.9364, 3.2333], [5.0372, 3.1252, -1.3096], [-2.1378, 1.3100, 0.5513], [0.7862, -0.7310, -0.0736], [-3.9465, 2.7268, 0.1089], [0.3629, 1.1681, 2.3626], [-0.4782, 3.4285, 0.0679], [4.1981, 2.8177, -0.3293], [-1.7649, 3.6872, 0.3071], [0.3970, 4.4343, -0.0500], [2.5816, -2.7159, 0.0097], [1.2275, -1.8384, -2.6965], [-0.3988, -3.3892, -0.5567], [-4.9649, 1.7408, -0.1041], [-0.5711, 0.7376, 3.2309], [2.4072, 2.2300, 1.7309], [-7.2092, 1.1907, -0.7426], [3.2596, -3.8166, -0.8193], [0.0652, -0.9786, -3.2376], [2.0943, 1.9945, 0.3897], [0.5212, 1.8562, 5.0083], [-6.9263, -0.1516, -0.5794], [2.9548, 2.2930, -0.6504], [-1.3188, 6.0231, 0.3848], [0.0022, 5.7560, 0.0780], [2.2113, -3.2441, 1.4000], [2.5085, -1.0044, -2.8515], [1.4122, 1.8987, 2.7857], [1.4883, 2.2888, 4.1163], [0.0224, -4.8418, -0.8250], [-2.2212, 4.9747, 0.5098], [-6.2216, 2.1412, -0.5087], [3.6824, 2.7360, 1.9769], [-2.6582, 2.4844, 0.3266], [-4.6845, 0.4051, 0.0658], [-0.5120, 1.0391, 4.5717], [3.5166, -1.5179, 0.2087], [-5.6540, -0.5472, -0.1784], [-0.9076, -3.2489, 0.8899], [1.3243, -3.1305, -3.5121], [4.5828, 3.0377, 0.9751], [-1.5509, -3.0434, -1.5160], [0.4183, -4.9866, -1.8295], [0.3985, -3.7032, -3.4873], [0.3981, -0.4947, -4.1600], [3.7132, -3.4285, -1.7307], [1.6078, -2.5251, 1.9552], [-1.3197, -3.3101, -2.5467], [3.8269, -1.0438, -0.7182], [-0.8621, -5.4798, -0.7291], [1.5102, -2.8657, -4.5572], [2.1408, -3.7739, -3.1882], [2.4827, -0.1168, -2.2162], [-7.6915, -0.8964, -0.7555], [-1.2628, 0.6544, 5.2497], [3.0557, -0.7604, 0.8428], [-1.6542, 7.0437, 0.5216], [0.7220, 6.5537, -0.0501], [-0.2227, -0.1843, -2.5463], [-1.3819, 0.1462, 2.8270], [1.4274, 4.1621, -0.2444], [2.7051, 2.1303, -1.6927], [2.5782, -0.6720, -3.8899], [2.5820, -4.6296, -1.0808], [-1.8635, -3.7796, 0.9657], [-3.2511, 5.1765, 0.7765], [1.6985, -4.2027, 1.3654], [-0.2372, -3.6901, 1.6223], [-0.8205, -1.5598, -3.4773], [-6.4371, 3.1986, -0.6362], [-1.0735, -2.2118, 1.1570], [-5.4234, -1.5991, -0.0415], [5.5577, 3.4395, 1.2204], [-2.4243, -3.6370, -1.2224], [4.0652, -4.2516, -0.2187], [3.4106, -1.5714, -2.6324], [-8.1961, 1.5089, -1.0530], [2.2882, 2.9233, 4.4578], [0.7575, -5.2033, -0.1065], [-4.2084, 3.6757, -0.0984], [0.5768, 2.1591, 6.0477], [-1.8272, -2.0016, -1.4726], [3.1411, -3.3981, 1.9553], [4.4180, -1.8861, 0.7102]],
  "fmax_ev_per_a": 1.29,
  "e_tot_ha": -2785.7699,
  "charge": 2,
  "homo_ev": -13.2605,
  "homo_lumo_gap_ev": 6.7,
  "relative_energy_ev": 0.670
}

No. 2
{
  "formula": "C15H31F5OP2SnTe",
  "method": "ωB97M-V with the def2-TZVPD basis set",
  "elements": ["Te", "Sn", "P", "P", "F", "F", "F", "F", "F", "O", "C", "C", "C", "C", "C", "C", "C", "C", "C", "C", "C", "C", "C", "C", "C", "H", "H", "H", "H", "H", "H", "H", "H", "H", "H", "H", "H", "H", "H", "H", "H", "H", "H", "H", "H", "H", "H", "H", "H", "H", "H", "H", "H", "H", "H", "H"],
  "positions_angstrom": [[-2.6622, 1.9686, 0.2283], [-2.6114, -0.8592, -2.2192], [-0.8194, 1.2593, -4.0261], [-1.2930, -2.0926, -3.8168], [-1.7278, 0.4865, 1.0021], [-4.1528, -1.4777, -1.1588], [-4.1266, -0.4534, -3.5860], [-1.9325, 2.9174, 1.7915], [-1.3399, 3.0728, -0.5956], [-2.4993, 0.9735, -1.4044], [2.7675, 0.0207, -4.7519], [2.4474, -0.1021, -2.2043], [3.9990, 2.0065, -3.7239], [0.0380, 2.4334, -5.2297], [-2.1219, -3.7115, -3.7262], [1.5672, 1.1273, -1.8308], [1.6898, 2.3462, -2.6631], [-2.0997, 2.5636, -3.7627], [3.8714, 1.0310, -4.9042], [-2.0476, -1.0435, -5.1900], [-1.2762, 0.2301, -5.4981], [0.1132, -2.6142, -4.8641], [-1.5041, -2.0367, -0.7250], [2.7368, 2.7416, -3.4237], [2.3436, -0.5566, -3.6130], [-1.8658, 0.8682, -6.1552], [2.0185, -0.9200, -1.6128], [0.5174, 0.8417, -1.8285], [-2.0827, 3.3315, -4.5531], [1.8506, 1.3911, -0.7920], [0.9363, 2.0161, -5.7050], [-0.6752, 2.7047, -6.0160], [2.3971, -0.3590, -5.7163], [-2.2076, -2.1259, 0.1168], [-1.1735, -2.9913, -1.1134], [0.7345, -1.7630, -5.1693], [-3.0794, 2.0823, -3.6989], [-3.2051, -3.6273, -3.8809], [2.6714, 3.7386, -3.8543], [4.8418, 0.5163, -5.0087], [0.3362, 3.3632, -4.7310], [-0.3388, -0.0312, -6.0022], [-1.9279, -4.1666, -2.7511], [3.7360, 1.5848, -5.8460], [0.6997, -3.3776, -4.3413], [-1.8450, 3.0011, -2.7873], [-0.6513, -1.3829, -0.5047], [4.7723, 2.7407, -3.9991], [3.4908, 0.0225, -1.8543], [-2.1177, -1.7307, -6.0390], [-0.3483, -3.0513, -5.7651], [0.8556, 3.0419, -2.5207], [-3.0831, -0.7987, -4.8706], [4.3663, 1.4851, -2.8477], [-1.6927, -4.3612, -4.4909], [1.9598, -1.6019, -3.6586]],
  "fmax_ev_per_a": 6.29,
  "e_tot_ha": -2328.9254,
  "charge": 2,
  "homo_ev": [-15.2835, -15.1669],
  "homo_lumo_gap_ev": [4.8, 4.4],
  "relative_energy_ev": 1.370
}

No. 3
{
  "formula": "C6H17NO",
  "method": "ωB97M-V with the def2-TZVPD basis set",
  "elements": ["O", "N", "C", "C", "C", "C", "C", "C", "H", "H", "H", "H", "H", "H", "H", "H", "H", "H", "H", "H", "H", "H", "H", "H", "H"],
  "positions_angstrom": [[-1.9818, 1.9369, -3.0364], [0.9938, -0.9210, -0.2037], [0.1110, -0.3221, 2.0907], [-1.6657, 2.1833, -1.7207], [1.2431, -1.0583, 1.2860], [2.6227, -0.5449, 1.6539], [-1.0178, 0.8556, -1.1431], [-1.8831, -0.3639, -1.4816], [-0.0551, 0.7040, -1.7030], [0.8297, 0.0430, -0.4366], [2.6705, 0.5448, 1.7820], [3.3457, -0.8989, 0.9123], [2.9507, -1.0502, 2.5767], [-0.9046, 3.0025, -1.5958], [0.0817, 0.7501, 1.8303], [-1.3582, -1.3237, -1.6611], [-2.5024, 2.4132, -0.9428], [-2.6724, -0.6213, -0.7803], [1.7073, -1.3315, -0.8757], [1.1962, -2.1440, 1.3879], [-0.8002, 0.9185, -0.0449], [0.2185, -0.4987, 3.1759], [-0.8255, -0.8059, 1.7651], [0.0469, -1.3130, -0.3891], [-2.3510, -0.1545, -2.4459]],
  "fmax_ev_per_a": 2.00,
  "e_tot_ha": -368.6339,
  "charge": 0,
  "homo_ev": -5.5365,
  "homo_lumo_gap_ev": 5.0,
  "relative_energy_ev": 4.544
}

No. 4
{
  "formula": "C2H4N2O",
  "method": "ωB97M-V with the def2-TZVPD basis set",
  "elements": ["O", "N", "N", "C", "C", "H", "H", "H", "H"],
  "positions_angstrom": [[0.5190, 0.5251, -0.5265], [-1.6027, 0.2503, 0.7293], [-1.6912, -0.4551, -0.2711], [-0.8212, 0.7206, -0.3884], [1.0640, -0.5409, 0.2318], [2.1839, -0.3501, 0.0643], [-1.1965, 1.8639, -0.9786], [0.8773, -0.4943, 1.2164], [0.6674, -1.5194, -0.0773]],
  "fmax_ev_per_a": 4.67,
  "e_tot_ha": -263.2207,
  "charge": 0,
  "homo_ev": -9.3739,
  "homo_lumo_gap_ev": 9.9,
  "relative_energy_ev": 3.879
}

No. 5
{
  "formula": "C6H12O3",
  "method": "ωB97M-V with the def2-TZVPD basis set",
  "elements": ["O", "O", "O", "C", "C", "C", "C", "C", "C", "H", "H", "H", "H", "H", "H", "H", "H", "H", "H", "H", "H"],
  "positions_angstrom": [[2.4023, 0.3783, -0.6063], [-0.4282, -0.4936, 2.5402], [-1.2700, 1.0245, 1.1061], [-2.5685, 0.9022, 1.6970], [-0.3277, 0.2292, 1.5951], [1.1763, -2.1837, -1.2955], [0.2769, -1.2327, -1.1036], [-0.1937, -0.2465, -2.1201], [2.2527, 1.2194, 0.2627], [2.9028, 1.2405, 1.1526], [1.4279, -2.8925, -0.5217], [1.7691, 2.1867, 0.0410], [-3.1766, 1.6826, 1.2468], [-2.9869, -0.0835, 1.4809], [0.7032, 0.6082, 1.1801], [-0.2556, -1.1825, -0.1239], [-2.5035, 1.0360, 2.7781], [-0.5740, 0.6460, -1.6246], [1.7559, -2.2187, -2.2006], [0.6314, 0.0452, -2.7718], [-1.0139, -0.6650, -2.7127]],
  "fmax_ev_per_a": 3.11,
  "e_tot_ha": -461.4357,
  "charge": 0,
  "homo_ev": -9.2185,
  "homo_lumo_gap_ev": 9.5,
  "smiles": "COC=O.C=CC.C=O",
  "relative_energy_ev": 3.544
}

No. 6
{
  "formula": "C6H4Br4N2S",
  "method": "ωB97M-V with the def2-TZVPD basis set",
  "elements": ["Br", "Br", "Br", "Br", "S", "N", "N", "C", "C", "C", "C", "C", "C", "H", "H", "H", "H"],
  "positions_angstrom": [[-2.3974, 0.9308, 1.9179], [2.8114, 1.3970, 1.3466], [-2.9285, 1.1737, -1.4295], [2.1509, 1.2688, -1.8142], [-1.4053, 4.1723, 0.1992], [1.0382, 3.7859, -0.0603], [0.1528, 4.6709, 0.0493], [1.3966, 1.3147, 0.0732], [-0.9007, 2.5746, 0.0872], [0.4970, 2.5458, 0.0224], [0.5969, 0.1145, 0.4337], [-1.6879, 1.0149, -0.0005], [-0.6370, -0.0054, -0.3470], [0.3758, 0.1228, 1.4444], [-1.0325, -0.9312, -0.3879], [1.2719, -0.7854, 0.1925], [-0.3069, 0.2034, -1.3053]],
  "fmax_ev_per_a": 4.96,
  "e_tot_ha": -11034.7188,
  "charge": 0,
  "homo_ev": -9.9031,
  "homo_lumo_gap_ev": 9.6,
  "relative_energy_ev": 0.000
}